Entry 1:
49
Properties=species:S:1:pos:R:3 method="wB97M-V/def2-TZVPD" total_energy_ev=-30452.3705 total_charge=+1 orbital_gap_ev=8.6 spin_multiplicity=1 e_above_lowest_kcal_mol=3.1 smiles=COc1cc(C[NH2+]CCCCO)ccc1OCc1ccccc1F
C -0.17601 -2.16144 -2.27572
O -0.33024 -1.96870 -0.88081
C -0.79996 -0.81233 -0.35998
C -0.84092 -0.79867 1.02870
C -1.25745 0.31477 1.74844
C -1.20019 0.27278 3.24914
N 0.22665 0.31318 3.67347
C 0.46637 0.20167 5.12739
C 1.95546 0.06984 5.43708
C 2.56688 -1.28980 5.07760
C 2.92588 -1.49187 3.60681
O 1.73895 -1.69317 2.83862
C -1.65359 1.44673 1.06001
C -1.64749 1.44675 -0.32505
C -1.22627 0.34331 -1.05890
O -1.21021 0.30881 -2.41062
C -1.44333 1.49618 -3.15269
C -1.08027 1.20330 -4.58369
C -2.01257 1.23999 -5.61027
C -1.64017 0.95802 -6.91374
C -0.32916 0.62529 -7.20947
C 0.61829 0.57473 -6.20129
C 0.22812 0.86488 -4.90927
F 1.15285 0.82031 -3.92174
H 0.53650 -1.45308 -2.69997
H 0.21356 -3.17385 -2.37495
H -1.12767 -2.08438 -2.80202
H -0.54604 -1.70522 1.53451
H -1.73121 1.11956 3.68764
H -1.63316 -0.65500 3.62759
H 0.73644 -0.49789 3.20726
H 0.64706 1.17707 3.31808
H 0.05496 1.08299 5.62402
H -0.06653 -0.67965 5.48931
H 2.51204 0.87000 4.94422
H 2.07204 0.21319 6.51147
H 1.89227 -2.09084 5.38269
H 3.49035 -1.40421 5.64444
H 3.47702 -0.62471 3.22066
H 3.56379 -2.37496 3.51914
H 1.96445 -1.97566 1.94496
H -1.98823 2.32586 1.58838
H -1.98579 2.33057 -0.83975
H -0.80829 2.30686 -2.76848
H -2.49653 1.79401 -3.08096
H -3.03668 1.49625 -5.38454
H -2.37761 0.99565 -7.69997
H -0.04058 0.40374 -8.22481
H 1.64626 0.31917 -6.40298

Entry 2:
48
Properties=species:S:1:pos:R:3 method="wB97M-V/def2-TZVPD" total_energy_ev=-68303.9383 total_charge=-1 orbital_gap_ev="1.9 / 7.4" spin_multiplicity=5 e_above_lowest_kcal_mol=0.0
C -2.06123 -3.30019 1.38657
C -1.89449 -1.92269 0.80052
N -0.52761 -1.50517 0.94064
C 0.47118 -2.36338 0.85746
N 0.27429 -3.71158 0.87077
C -1.07885 -4.22890 0.73431
C 1.32621 -4.67264 0.55576
C 2.58241 -4.35640 1.34946
C 3.21203 -3.13188 0.72087
S 2.09845 -1.69263 0.75765
H -1.89203 -3.23251 2.46546
H -3.06562 -3.67494 1.20978
H -2.20374 -1.92343 -0.26040
H -2.52018 -1.18545 1.32087
H -1.09779 -5.21460 1.19666
H -1.31895 -4.37608 -0.32652
H 0.94892 -5.66837 0.82835
H 1.55006 -4.68132 -0.52556
H 2.34964 -4.17555 2.40668
H 3.27819 -5.19935 1.29963
H 4.10035 -2.83135 1.28829
H 3.47874 -3.30689 -0.33465
C 0.27114 0.69979 1.24648
C -0.60709 1.84526 1.38007
C -1.23264 2.46351 0.28170
C -1.53448 3.90299 0.20404
C -2.22156 4.16343 -1.03499
C -2.29996 2.91860 -1.77910
C -1.65821 1.87999 -1.00648
Fe -0.43254 3.39715 -1.32024
C 1.46875 2.85157 -1.40759
C 1.30345 4.15822 -0.78512
C 0.60828 5.01668 -1.72974
C 0.34674 4.24692 -2.93331
C 0.87672 2.91150 -2.73392
H 1.27817 0.68617 1.68927
H -0.27915 -0.10079 1.80196
H 0.27689 0.40341 0.19213
H -0.68701 2.34526 2.34339
H -1.33462 4.57371 1.03345
H -2.65353 5.11226 -1.32984
H -2.82142 2.76902 -2.71916
H -1.62548 0.81819 -1.20809
H 2.03373 2.01930 -0.99891
H 1.70159 4.45403 0.18092
H 0.39049 6.07487 -1.58206
H -0.09343 4.62753 -3.85202
H 0.91518 2.11671 -3.47540

Entry 3:
60
Properties=species:S:1:pos:R:3 method="wB97M-V/def2-TZVPD" total_energy_ev=-60034.8171 total_charge=0 orbital_gap_ev=6.8 spin_multiplicity=1
Mg -17.43838 5.02532 -4.35606
C -20.03628 4.58858 -0.98838
C -19.29932 4.57415 -2.28496
N -18.22893 5.26785 -2.50360
O -17.87477 6.04644 -1.39615
C -19.83534 3.88295 -3.41408
C -21.08270 3.04226 -3.39850
N -19.11293 3.93182 -4.51457
O -19.47265 3.46504 -5.61731
H -20.99779 4.08843 -1.08957
H -20.20635 5.60638 -0.69771
H -19.44000 4.08183 -0.24058
H -17.09042 5.62299 -0.99034
H -21.94488 3.66413 -3.66389
H -21.24793 2.52355 -2.47011
H -20.89084 2.26352 -4.14954
C -16.79220 7.93292 -5.79009
N -17.36183 8.88317 -6.76162
C -18.76248 9.19286 -6.36046
N -19.59371 7.99419 -6.35743
C -19.01166 7.03363 -5.38671
N -17.61251 6.68341 -5.75975
C -17.68760 6.07826 -7.15069
N -18.22192 7.06042 -8.08897
C -17.42362 8.26844 -8.07116
C -19.58873 7.35284 -7.66581
H -16.78042 8.39037 -4.79059
H -15.78759 7.68032 -6.11329
H -19.20505 9.86317 -7.08683
H -18.77597 9.67920 -5.39737
H -19.65446 6.13313 -5.35506
H -18.95506 7.51967 -4.41587
H -18.40845 5.20942 -7.10496
H -16.70355 5.68898 -7.39298
H -17.87212 9.01403 -8.77978
H -16.41375 7.97944 -8.42616
H -20.15493 6.42772 -7.63183
H -19.99531 8.08296 -8.36157
O -15.32820 0.97011 1.65561
S -14.82736 -0.32897 1.32075
O -15.06800 -0.72842 -0.05982
O -12.74574 -0.00651 1.25743
C -12.26833 0.82831 0.37338
N -10.92870 1.03250 0.32655
C -10.45810 1.68790 -0.72761
C -11.26857 2.21937 -1.71358
C -12.61275 2.23426 -1.43873
N -13.12830 1.55041 -0.40826
C -13.65446 2.90540 -2.24854
C -13.41822 4.08950 -2.94028
C -14.39879 4.66372 -3.69712
N -15.62846 4.11146 -3.84172
C -15.86407 2.98822 -3.16992
C -14.92773 2.38510 -2.33207
H -9.39407 1.80076 -0.82903
H -10.85304 2.73126 -2.56722
H -12.45607 4.62142 -2.87431
H -14.19207 5.55914 -4.29181
H -16.84918 2.54563 -3.37882
H -15.18149 1.51068 -1.74486

Entry 4:
55
Properties=species:S:1:pos:R:3 method="wB97M-V/def2-TZVPD" total_energy_ev=-50296.4344 total_charge=-1 orbital_gap_ev=2.0 spin_multiplicity=1
C -4.96456 0.24956 1.90641
C -4.22771 0.02452 2.99697
C -3.32178 -1.17611 3.09618
O -3.44402 -1.86442 4.04681
O -2.41813 -1.39896 2.13559
C -1.69867 -2.64515 2.31994
C -0.65058 -2.79466 1.19490
C 0.65625 -2.04339 1.57083
C 1.24333 -1.23115 0.40052
C 2.09047 -0.04696 0.96704
C 1.94340 1.17624 0.04278
N 0.86291 2.11605 0.56038
S -0.75867 1.60798 0.02688
N 1.22932 3.47710 0.30084
C 0.86820 3.97746 -1.02767
C -0.40432 4.74768 -1.37368
O 1.61207 3.72700 -1.89198
C 0.99139 4.37273 1.40750
C 2.06370 4.34772 2.51803
O 0.04976 5.06613 1.54908
H -4.53937 0.24932 0.90122
H -6.02788 0.47101 2.03556
H -4.21748 0.70365 3.84963
H -2.39764 -3.48798 2.26864
H -1.14882 -2.64680 3.26981
H -0.43229 -3.86933 1.12373
H -1.04916 -2.46804 0.22446
H 1.40476 -2.74987 1.95714
H 0.40721 -1.35776 2.40598
H 0.48066 -0.82490 -0.26696
H 1.93212 -1.86605 -0.17106
H 1.82378 0.22687 2.00875
H 3.14902 -0.34255 0.94543
H 2.87437 1.74926 0.09164
H 1.69953 0.92962 -0.99787
H 0.88957 2.00645 1.58224
H -1.61547 2.26916 0.86443
H -0.25235 5.82830 -1.45385
H -1.16271 4.53551 -0.60838
H -0.79701 4.34498 -2.31316
H 2.95183 3.80746 2.16286
H 1.63976 3.70522 3.30895
H 2.28829 5.34774 2.88680
C 1.89211 -4.13340 -4.00247
C 1.41523 -3.90289 -5.29065
C 0.30503 -2.83106 -5.37170
O -0.17878 -2.44708 -6.43552
C -0.18478 -2.26233 -4.12736
C 0.28687 -2.51290 -2.86142
C 1.46364 -3.49956 -2.79088
O 2.04262 -3.75677 -1.71707
O -0.12519 -2.02364 -1.76859
O 1.78756 -4.45159 -6.34445
H 2.68270 -4.86311 -3.85552
H -1.01011 -1.56634 -4.25770

Entry 5:
49
Properties=species:S:1:pos:R:3 method="wB97M-V/def2-TZVPD" total_energy_ev=-28669.9514 total_charge=0 orbital_gap_ev=8.1 spin_multiplicity=1 e_above_lowest_kcal_mol=134.2 smiles="Cc1n[nH]c(=O)cc1-c1ccc(OCCCN2CCC[C@H]2C)cc1"
C 5.87282 1.30888 -0.73435
C 5.75241 2.78102 -0.69287
N 6.91232 3.50321 -0.79418
N 6.83560 4.90796 -0.67240
C 5.67024 5.55087 -0.42167
O 5.56409 6.75649 -0.39932
C 4.46070 4.81002 -0.19388
C 4.54742 3.43659 -0.26389
C 3.38448 2.80568 0.05256
C 3.12489 2.28318 1.40269
C 1.90674 1.44324 1.56857
C 1.06569 1.24124 0.59428
O -0.02754 0.37845 0.86379
C -1.01532 -0.12373 -0.15921
C -2.14628 -0.90880 0.50225
C -3.01715 -1.77275 -0.45402
N -3.91273 -2.73692 0.21929
C -3.27550 -3.68282 1.12063
C -4.38129 -4.74608 1.44037
C -5.27533 -4.57757 0.18846
C -5.03397 -3.26588 -0.52335
C -6.20946 -2.33232 -0.73872
C 1.41047 1.79534 -0.63872
C 2.47631 2.55724 -0.98246
H 5.39654 1.05728 -1.68838
H 6.96286 1.09774 -0.82653
H 5.43453 0.83755 0.16471
H 7.64607 5.46155 -0.46345
H 3.48822 5.23568 0.01319
H 3.84672 2.39944 2.17118
H 1.69649 1.00196 2.51589
H -0.48630 -0.77819 -0.85636
H -1.50550 0.67456 -0.70616
H -2.79618 -0.27741 1.14248
H -1.70191 -1.52240 1.16227
H -3.64667 -1.20095 -1.08714
H -2.32079 -2.38704 -1.07971
H -2.44854 -4.13723 0.56334
H -2.98920 -3.19903 2.10879
H -4.93905 -4.45699 2.34647
H -4.17461 -5.85002 1.50585
H -5.05385 -5.37529 -0.47019
H -6.30534 -4.72063 0.34732
H -4.66405 -3.37857 -1.53787
H -6.70784 -2.28344 0.19063
H -5.78739 -1.37994 -0.92372
H -6.89124 -2.72442 -1.47682
H 0.65701 1.62458 -1.43669
H 2.60044 2.86868 -1.96295